Density functional theory data (ωB97M-V with the def2-TZVPD basis set) for a structure of composition C28H52CdN2O2Si2 at a distorted geometry.

Last column: Mulliken charge in e.
Positions of all 87 atoms, in Å:
O1 1.01842 -3.24503 -1.97148  -0.62
O2 1.44941 -4.85270 -0.23101  0.29
C1 -0.07690 -3.87019 -2.72632  -0.26
C2 -0.37510 -3.10099 -3.97615  -1.39
H1 -0.92116 -3.84732 -2.03752  0.27
H2 0.19537 -4.90962 -2.96644  0.35
H3 -0.65615 -2.06783 -3.75505  0.17
H4 -1.21415 -3.58217 -4.50395  0.43
H5 0.48800 -3.10507 -4.64402  0.35
C3 2.34068 -3.37543 -2.60741  0.18
C4 2.68307 -4.75310 -3.10865  -1.48
H6 3.03756 -3.06112 -1.83328  0.18
H7 2.37371 -2.62724 -3.40165  0.50
H8 2.57047 -5.54676 -2.35761  0.06
H9 3.74013 -4.75831 -3.40326  0.48
H10 2.10000 -5.01002 -3.99678  0.36
C5 2.54139 -4.53065 0.70414  -0.11
C6 0.47148 -5.91146 0.01436  0.08
C7 3.79504 -5.24815 0.30924  -1.14
H11 2.19224 -4.81155 1.69619  0.45
H12 2.66532 -3.44241 0.63730  0.06
H13 3.65588 -6.33263 0.30057  0.26
H14 4.60208 -5.02983 1.02236  0.44
H15 4.15061 -4.93704 -0.67697  0.22
C8 1.11652 -7.25724 -0.13382  -1.36
H16 -0.31924 -5.77285 -0.73233  0.25
H17 0.04998 -5.74972 1.00905  0.17
H18 1.64931 -7.35894 -1.08401  0.29
H19 0.35554 -8.04969 -0.12203  0.41
H20 1.81391 -7.46837 0.67974  0.34
H21 1.16045 -4.00880 -0.93401  0.35
Cd1 0.08158 0.05952 -0.05461  1.24
C9 -0.83122 -1.86601 0.60142  0.00
Si1 -2.10574 -2.44273 1.87548  0.12
H22 -1.21280 -1.94347 -0.44108  -0.47
H23 0.18318 -2.27325 0.65451  -0.16
C10 -3.13521 -3.79070 1.06849  -0.99
C11 -3.32097 -1.15073 2.45910  -1.01
C12 -1.16124 -3.05714 3.36963  -0.88
C13 1.06637 0.43526 -2.00022  -1.09
Si2 2.89621 0.76052 -1.81226  0.29
H24 0.48292 1.40061 -2.02820  0.55
H25 0.70413 -0.20213 -2.79521  0.37
C14 3.76504 0.14855 -3.35083  -1.02
C15 3.64838 -0.02110 -0.27992  -1.04
C16 2.99279 2.62571 -1.72444  -1.20
H26 -0.28583 -3.65382 3.07591  0.11
H27 -1.83167 -3.68505 3.97452  0.33
H28 -0.81780 -2.21318 3.98808  0.29
H29 -3.47118 -3.47130 0.07007  0.28
H30 -4.02154 -3.97587 1.69569  0.37
H31 -2.55383 -4.71797 0.95821  0.17
H32 -3.69839 -0.51724 1.64215  0.25
H33 -2.87821 -0.49180 3.22282  0.29
H34 -4.17466 -1.68967 2.91060  0.33
H35 4.35507 -0.81425 -0.56655  0.31
H36 2.91070 -0.46971 0.40559  0.08
H37 4.20179 0.74587 0.28255  0.41
H38 4.05041 2.92051 -1.70477  0.34
H39 2.47726 3.02600 -0.83836  0.28
H40 2.51707 3.05481 -2.61914  0.29
H41 4.70552 0.71180 -3.44367  0.36
H42 3.13851 0.34639 -4.23400  0.28
H43 3.97736 -0.92962 -3.30188  0.19
C17 1.31401 3.95708 3.99930  -0.39
C18 1.84116 2.73931 3.51620  -0.69
C19 1.16314 2.05496 2.50371  -0.23
C20 -0.03882 2.59938 1.97088  -0.01
C21 -0.56002 3.80660 2.45522  -0.13
C22 0.11752 4.48866 3.47045  -0.64
N1 -0.73253 1.95240 0.93654  0.97
N2 -1.80377 2.49472 0.42667  -0.64
C23 -2.36484 1.79113 -0.65189  0.11
C24 -3.53459 2.33514 -1.25306  -0.32
C25 -4.14788 1.68666 -2.32945  -0.66
C26 -3.60241 0.48270 -2.80936  -0.44
C27 -2.44231 -0.05390 -2.20453  0.51
C28 -1.83448 0.61028 -1.15367  -0.58
H44 1.83398 4.48973 4.78945  0.36
H45 2.76770 2.34209 3.93740  0.37
H46 1.54344 1.10741 2.11408  0.24
H47 -1.47694 4.13599 1.98613  0.45
H48 -0.30899 5.42319 3.82404  0.36
H49 -3.89240 3.27123 -0.81698  0.42
H50 -5.02797 2.12162 -2.77207  0.36
H51 -4.07873 -0.02764 -3.65150  0.40
H52 -2.05074 -0.98595 -2.60480  -0.07

- Spin multiplicity: 1
- Electronic energy: -2104.5822 a.u.
- Gap between HOMO and LUMO: 5.4 eV
- LUMO level: -0.1 eV

***

Density functional theory data (ωB97M-V with the def2-TZVPD basis set) for a structure of composition C6H12AlF5N2O14S4 at a distorted geometry.

Last column: Mulliken charge in e.
Positions of all 44 atoms, in Å:
Al1 12.70628 -1.54110 15.76249  1.66
N1 12.95983 1.25376 15.33547  0.04
S1 13.99688 2.33098 14.75560  0.91
O1 14.89736 2.80955 15.74574  -0.59
O2 13.60639 3.15919 13.66878  -0.53
F1 14.91678 1.22937 14.02244  -0.21
S2 11.90150 2.40301 15.89437  0.99
O3 10.99985 3.05355 15.01284  -0.51
O4 12.34139 3.09900 17.05307  -0.57
F2 10.95048 1.27934 16.56189  -0.30
N2 13.12779 -2.46574 13.14773  -0.07
S3 13.44470 -3.74427 12.25922  0.97
O5 14.81715 -3.95683 11.95769  -0.56
O6 12.40273 -4.30980 11.46360  -0.53
F3 13.20810 -4.72087 13.54611  -0.36
S4 13.04368 -1.43464 11.82237  0.98
O7 11.82348 -1.38254 11.10805  -0.52
O8 14.24500 -1.21978 11.08942  -0.55
F4 13.03631 -0.13164 12.77854  -0.05
F5 10.83502 -3.52052 16.21611  -0.44
C1 16.49769 -1.36295 13.20522  -0.25
O9 17.24251 -1.50964 14.41498  -0.37
C2 16.71016 -1.51592 15.60471  0.74
O10 15.49926 -1.58517 15.79681  -0.43
O11 17.63767 -1.34126 16.51605  -0.32
C3 17.34748 -1.75747 17.86154  -0.67
H1 17.04850 -1.79071 12.37624  0.31
H2 16.45422 -0.27999 13.08000  0.30
H3 15.47529 -1.71876 13.24381  -0.03
H4 17.09385 -2.81152 17.87119  0.32
H5 16.58348 -1.07828 18.24643  0.29
H6 18.21178 -1.44285 18.44003  0.24
C4 9.72417 -3.16752 13.23757  -0.45
O12 9.54203 -1.89420 12.62248  -0.29
C5 9.82445 -0.78314 13.27938  0.84
O13 10.38613 -0.71491 14.36864  -0.49
O14 9.41233 0.19430 12.52742  -0.37
C6 9.71255 1.57483 12.82289  -0.56
H7 8.86228 -3.24030 13.91300  0.32
H8 10.55495 -3.22112 13.94074  0.08
H9 9.66573 -4.04922 12.61141  0.26
H10 10.79134 1.71044 12.80363  0.17
H11 9.25037 1.88970 13.75208  0.35
H12 9.30119 2.11610 11.97601  0.27

- Spin multiplicity: 1
- Electronic energy: -3732.8597 a.u.
- Gap between HOMO and LUMO: 3.7 eV
- LUMO level: -7.5 eV

***

Density functional theory data (ωB97M-V with the def2-TZVPD basis set) for a structure of composition C49H41N5PPdS3Se2.

Last column: Mulliken charge in e.
Positions of all 102 atoms, in Å:
Pd1 0.43102 0.87543 1.32043  0.63
Se1 -1.21864 1.96846 3.14707  -0.29
P1 0.28741 1.02728 4.36397  0.17
Se2 1.11898 -0.61020 3.18760  -0.34
C1 1.61415 2.22340 4.73423  0.68
C2 1.27075 3.54506 5.00754  -0.38
C3 2.26011 4.47245 5.29451  -0.64
C4 3.59457 4.08494 5.31044  -0.49
C5 3.93696 2.76722 5.04433  -0.59
C6 2.94884 1.83596 4.75704  -0.26
C7 -0.32343 0.48119 5.97535  1.09
C8 0.26066 -0.60899 6.61077  -0.42
C9 -0.17109 -0.98102 7.87446  -0.70
C10 -1.18159 -0.26446 8.50055  -0.46
C11 -1.76773 0.81996 7.86198  -0.67
C12 -1.34324 1.19370 6.59648  -0.40
H1 0.23276 3.85130 4.96867  0.32
H2 1.98917 5.49852 5.50754  0.41
H3 4.36563 4.81001 5.53759  0.41
H4 4.97505 2.46129 5.05860  0.41
H5 3.21447 0.81112 4.53055  0.36
H6 1.04545 -1.17042 6.11671  0.31
H7 0.27912 -1.83186 8.36843  0.40
H8 -1.51838 -0.55594 9.48670  0.38
H9 -2.56252 1.37111 8.34696  0.40
H10 -1.81354 2.02396 6.08280  0.32
N1 -0.06503 -0.86463 0.20752  -0.06
S1 -0.12334 -1.92381 -0.76607  1.53
N2 -0.34294 -1.59711 -2.38168  0.19
S2 0.30077 -0.30859 -2.94335  0.58
N3 -0.31566 1.08347 -2.71672  0.13
S3 -1.05894 1.69236 -1.37379  1.15
N4 -0.31815 2.05844 -0.16217  -0.80
C13 -2.51210 0.64538 -1.22563  0.03
C14 -3.18467 0.21486 -2.36212  -0.29
C15 -4.32335 -0.55800 -2.21433  -1.04
C16 -4.77730 -0.89054 -0.94232  -0.52
C17 -4.10278 -0.44010 0.18269  -0.68
C18 -2.96214 0.33959 0.04642  0.61
C19 -1.73566 3.16857 -2.09337  -0.02
C20 -1.40978 3.60775 -3.36376  -0.02
C21 -1.95414 4.80154 -3.81763  -0.78
C22 -2.81504 5.52802 -3.00921  -0.48
C23 -3.13392 5.07107 -1.73555  -0.80
C24 -2.59040 3.88755 -1.26848  -0.37
C25 0.24504 -0.53678 -4.69762  0.26
C26 0.59415 0.53868 -5.50337  -0.59
C27 0.57672 0.37105 -6.87642  -0.95
C28 0.21642 -0.85502 -7.42447  -0.51
C29 -0.12467 -1.91958 -6.60347  -0.88
C30 -0.10735 -1.76805 -5.22404  0.13
C31 2.03040 -0.25043 -2.55206  0.87
C32 2.48980 0.71726 -1.67861  -0.26
C33 3.82536 0.68134 -1.30049  -0.69
C34 4.66662 -0.29719 -1.80769  -0.61
C35 4.18547 -1.25690 -2.69377  -0.91
C36 2.85527 -1.24345 -3.06820  -0.63
C37 1.31533 -2.99070 -0.82030  0.50
C38 2.34756 -2.66257 0.03977  -0.61
C39 3.50447 -3.42989 0.02271  -0.98
C40 3.60803 -4.50785 -0.84418  -0.51
C41 2.55808 -4.82940 -1.69841  -0.75
C42 1.40099 -4.06829 -1.69056  -0.72
C43 -1.48970 -3.04314 -0.53758  0.27
C44 -2.20727 -3.61217 -1.57721  0.14
C45 -3.27823 -4.44035 -1.27409  -0.87
C46 -3.61629 -4.68671 0.04942  -0.59
C47 -2.89191 -4.10148 1.08122  -0.79
C48 -1.82378 -3.26860 0.79073  -0.61
H11 -2.82111 0.47912 -3.34728  0.39
H12 -4.85755 -0.90181 -3.09036  0.47
H13 -5.66394 -1.50131 -0.83181  0.45
H14 -4.45598 -0.69638 1.17269  0.51
H15 -2.41415 0.68073 0.91811  0.06
H16 -0.74568 3.02615 -3.98641  0.31
H17 -1.70530 5.16018 -4.80742  0.44
H18 -3.24006 6.45482 -3.37077  0.40
H19 -3.80345 5.63915 -1.10425  0.42
H20 -2.81591 3.52805 -0.27215  0.48
H21 0.87359 1.48553 -5.05961  0.41
H22 0.84461 1.19699 -7.52095  0.44
H23 0.20351 -0.97933 -8.49897  0.43
H24 -0.40497 -2.87132 -7.03368  0.46
H25 -0.36972 -2.58110 -4.56235  0.23
H26 1.81668 1.47231 -1.29110  0.27
H27 4.20170 1.42044 -0.60626  0.46
H28 5.70780 -0.31531 -1.51337  0.44
H29 4.84548 -2.01860 -3.08598  0.44
H30 2.46409 -1.99266 -3.74563  0.45
H31 2.23906 -1.80808 0.69713  0.39
H32 4.32131 -3.18452 0.68855  0.50
H33 4.50809 -5.10873 -0.85257  0.43
H34 2.64143 -5.67776 -2.36488  0.43
H35 0.57560 -4.30950 -2.34928  0.44
H36 -1.95112 -3.39052 -2.60378  0.30
H37 -3.85291 -4.88763 -2.07446  0.44
H38 -4.45258 -5.33425 0.27837  0.41
H39 -3.16311 -4.28639 2.11190  0.47
H40 -1.26526 -2.77278 1.57661  0.46
N5 2.50934 3.34334 1.57173  -0.10
C49 2.01807 2.29835 1.48093  -0.12
H41 2.83157 4.27772 1.71424  0.27

- Spin multiplicity: 1
- Electronic energy: -8631.8544 a.u.
- Relative energy (zero: lowest compared OMol25 entry of this formula, charge and spin): 1.124 eV
- Gap between HOMO and LUMO (spin up / spin down): 6.9 / 6.9 eV
- LUMO level (spin up / spin down): -2.4 / -2.4 eV
- Charge: +1

***

Density functional theory data (ωB97M-V with the def2-TZVPD basis set) for the molecule C4H7NO2.

Last column: Mulliken charge in e.
Positions of all 14 atoms, in Å:
C1 -2.37452 -0.13114 -0.18333  -0.96
C2 -0.99888 -0.66950 0.15665  0.61
N1 0.05629 0.14910 -0.14743  -0.22
O1 -0.82763 -1.75383 0.68423  -0.60
C3 1.37778 -0.19772 0.33310  -0.34
C4 2.41440 0.74997 -0.22071  -0.03
O2 3.35271 1.16093 0.41433  -0.45
H1 -2.84181 0.24976 0.73161  0.25
H2 -2.35216 0.67135 -0.92719  0.31
H3 -2.98952 -0.95519 -0.55219  0.29
H4 -0.13352 1.10175 -0.42047  0.25
H5 1.43914 -0.20915 1.42704  0.26
H6 1.61177 -1.21291 -0.01408  0.27
H7 2.26596 1.04659 -1.28157  0.35

- SMILES string: CC(=O)NCC=O
- Spin multiplicity: 1
- Electronic energy: -361.8535 a.u.
- Relative energy (zero: lowest compared OMol25 entry of this formula, charge and spin): 0.744 eV
- Gap between HOMO and LUMO: 10.7 eV
- LUMO level: 0.6 eV

***

Density functional theory data (ωB97M-V with the def2-TZVPD basis set) for a cluster of 14 separate species, C4H37N2O13 in total at a distorted geometry.

Last column: Löwdin spin population.
Positions of all 56 atoms, in Å:
C1 3.66792 -1.82386 2.51448  0.04
C2 2.50451 -1.09428 3.07143  0.04
C3 1.80432 -0.52087 1.86115  0.40
C4 2.15377 0.66951 1.15370  0.09
N1 1.50731 1.03051 0.02664  0.32
N2 0.49835 -1.17294 1.58019  0.04
H1 3.54307 -2.20357 1.48862  0.00
H2 3.74245 -2.71309 3.18993  0.01
H3 4.68775 -1.39279 2.54526  0.00
H4 1.95384 -1.86267 3.66884  0.00
H5 2.72964 -0.38473 3.93314  0.01
H6 3.11281 1.24109 1.30284  0.00
H7 0.97988 0.29180 -0.45182  0.00
H8 1.74477 1.82139 -0.50280  0.01
H9 -0.31326 -0.80571 2.19868  0.01
H10 0.36123 -1.21542 0.56928  0.00
H11 0.63204 -2.20625 1.87713  0.00
H12 -2.03586 1.66303 -2.25864  0.00
H13 -0.68539 0.75232 -2.45022  0.00
O1 -1.21545 1.42795 -1.86390  0.00
H14 2.83914 0.79321 -2.63478  0.00
H15 4.12725 0.55349 -2.63564  0.00
O2 3.51395 0.55196 -1.96367  0.00
H16 -2.02242 -1.48287 4.63427  0.00
H17 -2.08748 -0.65405 3.50364  0.00
O3 -1.49384 -1.24098 3.80261  0.00
H18 2.07622 -2.20540 -2.15339  0.00
H19 0.51405 -2.51251 -1.68931  0.00
O4 1.10713 -1.84751 -1.97769  0.00
H20 -3.68186 -0.07488 -3.58096  0.00
H21 -4.03695 0.40404 -2.01958  0.00
O5 -4.27628 0.06788 -2.92366  0.00
H22 -1.54246 -3.95552 1.02971  0.00
H23 -2.22742 -3.49789 2.22317  0.00
O6 -1.37604 -3.54275 1.83628  0.00
H24 1.69669 3.60374 -2.77656  0.00
H25 1.08862 2.18751 -2.76680  0.00
O7 1.64522 2.75045 -2.34496  0.00
H26 -3.84763 1.90047 -3.50674  0.00
H27 -3.14465 3.06333 -2.94998  0.00
O8 -2.99888 2.26216 -3.41465  0.00
H28 -2.69846 0.04251 1.77362  0.00
H29 -4.17576 -0.77167 1.93557  0.00
O9 -3.21433 -0.81512 1.83950  0.00
H30 -1.24314 1.13229 -0.16858  0.00
H31 -0.87248 1.67616 1.11021  0.00
O10 -1.38557 0.87882 0.87358  0.01
H32 -0.62432 1.81550 -4.30544  0.00
H33 0.48154 1.16089 -5.15409  0.00
O11 0.03119 1.08530 -4.31956  0.00
H34 -1.37034 -1.07929 -1.55257  0.00
H35 -2.06524 -1.29786 -0.18472  0.00
O12 -1.47710 -1.71327 -0.78490  0.00
H36 1.02737 2.72287 2.19784  0.00
H37 0.15644 3.46210 3.24992  0.00
O13 0.18412 3.07545 2.34440  0.00

- ⟨S²⟩: 0.7690
- Spin multiplicity: 2
- Electronic energy: -1261.5300 a.u.
- Relative energy (zero: lowest compared OMol25 entry of this formula, charge and spin): 3.027 eV
- Gap between HOMO and LUMO (spin up / spin down): 9.9 / 6.9 eV
- LUMO level (spin up / spin down): -6.7 / -9.7 eV
- Charge: +2